This record from OMol25 describes C36H44HgN2Si as an isolated structure at a distorted geometry. The level of theory is ωB97M-V/def2-TZVPD.

Properties
Kohn-Sham gap   4.984 eV
Max |F|   3.331 eV/A
Highest occupied orbital energy   -0.18622 Ha
Spin multiplicity   1
Relative energy (zero: lowest compared OMol25 entry of this formula, charge and spin)   68.77 kJ/mol

Each line ends with the Mulliken charge.
Atoms and positions in Å:
H 2.364 -2.198 -4.175  0.426
C 0.010 0.264 -3.875  0.498
C 0.428 -2.608 -0.850  -0.892
H 1.121 0.908 4.751  0.205
H -4.744 0.397 -2.039  0.432
C 0.934 1.303 2.647  -1.161
Hg 1.244 1.762 -0.571  0.368
H -1.633 1.712 7.524  0.425
H 6.483 -3.100 3.707  0.421
N 2.408 0.538 0.900  -0.376
C 1.190 -0.464 -3.647  -0.031
C -4.025 3.638 -2.847  -0.574
C -0.405 -1.944 1.189  -0.468
H -5.872 2.561 -2.559  0.377
H -0.135 2.704 -5.702  0.352
H -1.585 4.198 7.074  0.437
H 4.168 -0.714 5.328  0.307
H 5.615 -0.221 4.429  0.364
H 4.906 -1.725 0.794  0.391
C 0.508 -2.109 -5.286  -0.455
C 3.346 -0.306 0.419  -0.608
H -2.285 -1.045 0.350  0.383
H 6.534 -1.741 2.564  0.440
H 1.904 -0.102 -2.900  -0.037
C -4.157 1.280 -2.296  -0.687
H 1.401 2.246 -4.850  0.387
C 2.055 0.454 2.214  -0.936
C 3.815 -1.174 2.605  0.507
H -1.424 -1.781 -6.205  0.395
C 2.727 -0.429 3.072  0.883
H -2.420 1.385 5.967  0.371
C 4.636 -1.982 3.600  1.902
C -0.694 -1.426 -5.478  -0.675
H -1.942 0.215 -4.839  0.383
C 0.655 2.841 6.563  -1.689
H -0.510 -1.787 2.259  0.539
H 2.416 -0.508 4.113  0.355
H 0.772 2.394 -2.136  -0.031
C -1.183 2.945 3.321  -0.408
C -0.807 2.698 1.996  -0.952
C -1.451 1.519 6.461  -1.599
H 1.071 -3.032 -1.619  0.478
C 4.100 -1.137 1.240  -0.339
H -0.051 3.368 -3.859  0.201
C 0.540 2.922 -4.865  -1.129
H -2.255 0.248 -2.140  0.374
H -1.307 -1.859 -2.047  0.656
H 3.502 -0.304 -0.662  0.273
H 1.271 3.614 6.090  0.368
C -1.339 -1.555 0.184  -1.091
N 0.273 1.971 1.670  -0.083
C 1.438 -1.647 -4.351  -0.404
H 3.464 -3.787 3.300  0.344
C 5.904 -2.548 2.957  -2.138
C -4.787 2.498 -2.570  -0.405
H 1.008 3.889 -5.094  0.457
C -0.966 -0.269 -4.736  -0.120
H 2.871 -2.761 4.620  0.304
C 0.683 -2.599 0.552  -0.491
C 3.775 -3.136 4.126  -1.622
H -0.980 4.820 5.527  0.430
C 5.040 -1.087 4.780  -1.553
C -1.487 3.974 6.006  -2.006
H 5.657 -3.238 2.142  0.393
C -2.632 3.547 -2.934  -0.776
H 0.476 3.140 7.601  0.450
C -0.826 -1.977 -1.077  -0.464
H 1.227 1.909 6.583  0.364
H 1.546 -3.035 1.051  0.590
H 4.340 -3.738 4.848  0.466
H -2.026 3.606 3.508  0.318
C -0.682 2.684 5.831  2.050
H -1.379 3.140 1.174  0.437
C 0.559 1.454 3.996  0.790
H -2.019 4.435 -3.110  0.323
H -0.892 0.582 6.371  0.340
C -2.765 1.184 -2.389  -0.179
C -2.005 2.289 -2.809  0.790
H 5.663 -1.658 5.478  0.449
H -2.494 3.876 5.587  0.375
H 0.732 -3.000 -5.871  0.382
Si -0.242 1.993 -3.232  -0.320
C -0.441 2.364 4.353  0.371
H -4.515 4.598 -3.017  0.376